[1]
{"formula": "C7H23NO3PZr", "method": "ωB97M-V/def2-TZVPD", "max_force_ev_per_a": 4.9, "e_homo_ev": -12.3411, "multiplicity": 1, "charge": 1, "homo_lumo_gap_ev": 6.986, "species": ["C", "Zr", "N", "H", "H", "H", "H", "H", "H", "H", "H", "C", "C", "O", "P", "O", "C", "C", "O", "C", "C", "H", "H", "H", "H", "H", "H", "H", "H", "H", "H", "H", "H", "H", "H", "H"], "coordinates": [[0.31436, 1.91242, -0.95749], [0.02472, 0.08282, 0.09130], [-2.07917, 0.81056, 0.83909], [1.53783, -0.46193, -0.57384], [-0.34435, -0.60861, -1.53321], [1.06786, 1.76669, -1.76340], [0.71740, 2.53660, -0.11526], [-0.67356, 2.26489, -1.33902], [-2.08310, 0.84163, 1.86493], [-2.81680, 0.20209, 0.45778], [-2.16926, 1.77152, 0.44134], [-1.77661, -5.72288, 0.02592], [-1.68226, -4.49471, 0.87040], [-0.86958, -3.62036, 0.09144], [-0.26920, -2.31733, 0.87221], [1.36352, -2.71349, 0.65212], [1.89744, -3.97099, 1.06931], [2.49938, -3.69332, 2.42945], [0.18219, -1.46914, 2.61659], [1.27743, -0.47643, 2.41431], [1.87609, -0.29610, 3.79968], [-2.23745, -5.49328, -0.93035], [-2.39357, -6.40297, 0.58734], [-0.79491, -6.15922, -0.13679], [-2.61778, -3.95960, 1.01972], [-1.16081, -4.67316, 1.82081], [1.09736, -4.74284, 1.12404], [2.63332, -4.30009, 0.33800], [1.74920, -3.37870, 3.13802], [2.95484, -4.60884, 2.76722], [3.26265, -2.92947, 2.32588], [2.03971, -0.91653, 1.72667], [0.90657, 0.56828, 2.01183], [2.20539, -1.26659, 4.18679], [2.73341, 0.37156, 3.69520], [1.13666, 0.14923, 4.46419]], "mulliken_charge": [-1.240, 0.201, -0.829, 0.078, 0.109, 0.336, 0.389, 0.359, 0.315, 0.295, 0.320, -1.236, -0.282, -0.281, 0.672, -0.273, 0.042, -1.061, -0.587, -0.158, -1.478, 0.318, 0.398, 0.304, 0.409, 0.422, 0.037, 0.307, 0.197, 0.497, 0.272, 0.527, 0.545, 0.334, 0.392, 0.352]}

=====

[2]
{"formula": "C23H26AuN4O3", "method": "ωB97M-V/def2-TZVPD", "max_force_ev_per_a": 3.9, "e_homo_ev": -10.6164, "multiplicity": 1, "charge": 1, "homo_lumo_gap_ev": 6.183, "species": ["C", "C", "H", "H", "C", "C", "H", "H", "C", "H", "H", "H", "C", "H", "H", "H", "Au", "O", "C", "O", "C", "O", "N", "C", "C", "H", "H", "H", "H", "C", "C", "H", "H", "H", "C", "C", "C", "C", "C", "C", "N", "N", "C", "C", "C", "C", "C", "N", "H", "H", "H", "H", "H", "H", "H", "H", "H"], "coordinates": [[2.72900, -2.88888, -3.86761], [2.06197, -4.05566, -4.12534], [3.80408, -2.90315, -3.67228], [2.26080, -1.91894, -4.03917], [0.63487, -4.13594, -3.90820], [0.00246, -3.15171, -3.21319], [0.56271, -2.44623, -2.62620], [-1.08570, -3.16230, -3.16143], [2.78387, -5.25854, -4.68058], [3.86167, -5.06299, -4.70112], [2.46757, -5.47680, -5.70896], [2.61165, -6.16441, -4.08626], [-0.16040, -5.32290, -4.41725], [0.16517, -6.27869, -3.98382], [-0.11007, -5.43063, -5.50899], [-1.21340, -5.18117, -4.14757], [0.41336, 1.50316, 1.93396], [1.39426, 0.79082, 0.16728], [0.81655, 0.59796, -0.94535], [0.18521, 3.25469, 0.10196], [-0.41448, 2.73642, -0.84025], [-1.38053, 3.35569, -1.52441], [-0.22464, 1.43312, -1.34353], [-1.93998, 2.43955, -2.51782], [-1.08695, 1.20138, -2.50983], [-1.92762, 2.95747, -3.48229], [-2.96816, 2.20209, -2.22535], [-0.50671, 1.11335, -3.43612], [-1.68662, 0.29578, -2.37105], [1.18152, -0.52129, -1.79857], [2.24162, -1.29123, -1.44539], [0.64055, -0.55358, -2.74665], [2.90235, -0.91107, -0.66437], [2.45884, -2.26419, -1.85989], [1.69151, 5.10914, 5.98993], [0.48831, 4.55694, 6.45669], [-0.17619, 3.59716, 5.69201], [0.37403, 3.19832, 4.46627], [1.57998, 3.73845, 3.99681], [2.23701, 4.70000, 4.76414], [-0.33171, 2.23162, 3.71694], [-1.48459, 1.91490, 4.26607], [-2.20261, 1.02214, 3.51234], [-3.51571, 0.62498, 3.89079], [-4.18054, -0.27438, 3.07675], [-3.54479, -0.77272, 1.92296], [-2.25120, -0.35292, 1.62588], [-1.62219, 0.54211, 2.39891], [2.20750, 5.86516, 6.58566], [0.05612, 4.85742, 7.41220], [-1.11906, 3.13790, 5.99712], [1.94719, 3.38607, 3.03298], [3.17425, 5.12827, 4.40941], [-3.90463, 1.07317, 4.80163], [-5.19215, -0.58908, 3.31658], [-4.02955, -1.47870, 1.25543], [-1.67576, -0.71712, 0.76814]], "mulliken_charge": [-1.701, 1.525, 0.299, 0.492, 1.033, -0.958, -0.184, 0.215, -1.458, 0.391, 0.325, 0.330, -1.344, 0.319, 0.307, 0.361, 0.484, -0.786, 0.272, -0.546, 0.392, -0.344, 0.361, -0.343, -0.460, 0.309, 0.259, 0.339, 0.270, 0.250, -0.835, 0.375, 0.253, 0.442, -0.427, -0.601, -0.153, 1.090, -0.575, -0.674, 0.227, -0.361, 0.271, -0.418, -0.283, -0.765, -0.200, -0.291, 0.373, 0.364, 0.416, 0.247, 0.374, 0.439, 0.415, 0.385, 0.504]}